The following is a quantum chemistry calculation of a single C22H22N4OS molecule, from the OMol25 dataset.

ORCA input file:
```
! wB97M-V def2-TZVPD RIJCOSX def2/J DEFGRID3
* xyz 0 1
O 2.671 -2.856 0.209
C 1.990 -2.083 0.828
N 0.644 -2.332 1.089
C -0.190 -3.325 0.362
C -0.602 -2.802 -1.005
N -1.573 -1.665 -1.003
C -2.948 -1.849 -0.512
C -3.681 -0.672 -1.053
C -4.955 -0.248 -0.730
C -5.463 0.893 -1.330
C -4.718 1.610 -2.269
C -3.456 1.147 -2.631
C -2.905 0.048 -1.963
C -1.573 -0.630 -2.071
C 0.074 -1.222 1.827
C 1.308 -0.402 2.257
N 2.328 -0.806 1.304
C 3.627 -0.276 1.343
C 4.739 -1.028 1.630
S 6.134 0.003 1.875
C 5.214 1.458 1.546
C 3.888 1.183 1.267
C 2.922 2.168 0.764
C 2.005 1.851 -0.239
C 1.151 2.841 -0.751
C 1.211 4.112 -0.147
C 2.128 4.346 0.848
N 3.000 3.395 1.288
H 0.362 -4.243 0.243
H -1.056 -3.606 0.967
H 0.286 -2.501 -1.561
H -1.090 -3.623 -1.508
H -2.897 -1.832 0.594
H -3.467 -2.728 -0.887
H -5.552 -0.779 -0.017
H -6.507 1.193 -1.073
H -5.128 2.503 -2.710
H -2.919 1.715 -3.373
H -1.422 -1.062 -3.048
H -0.791 0.172 -1.868
H -0.591 -0.538 1.240
H -0.488 -1.554 2.718
H 1.618 -0.753 3.256
H 1.129 0.679 2.305
H 4.652 -2.069 1.958
H 5.635 2.446 1.518
H 2.011 0.872 -0.702
H 0.471 2.647 -1.592
H 0.557 4.905 -0.514
H 2.215 5.299 1.324
*
```

Output
* ΔE to the lowest compared entry with this formula, charge and spin: 1.5021 eV
* frontier orbital gap: 8.74 eV
* electronic energy: -1543.9854 Ha
* max |F|: 0.0411 Eh/bohr
* SMILES: O=C1N(CCN2Cc3ccccc3C2)CCN1c1cscc1-c1ccccn1
* HOMO energy: -0.298 Eh
* LUMO: 0.6 eV